[1]
Molecular formula: C21H56BrO23S7V
Method: DFT, ωB97M-V/def2-TZVPD

Summary:
ΔE to the lowest compared entry with this formula, charge and spin = 3.8912 eV
frontier orbital gap = 0.316 hartree
net charge = 0
electronic energy = -241347.739 eV
strongest force on any atom = 4.801 eV/Å
highest occupied orbital energy = -9.344 eV

Cartesian coordinates (Å):
1 Br 33.612 -3.856 -16.126
2 V 32.351 -4.922 -13.973
3 S 32.952 -8.781 -15.135
4 S 30.467 -6.463 -11.017
5 S 32.590 3.068 -13.785
6 S 37.885 -8.968 -11.661
7 S 29.510 -5.467 -16.037
8 S 34.646 -2.610 -9.283
9 S 28.650 -1.984 -11.456
10 O 32.628 -9.876 -16.054
11 O 28.283 -2.548 -10.148
12 O 28.583 -4.533 -16.721
13 O 33.736 -9.334 -13.747
14 O 34.489 -1.338 -10.012
15 O 27.247 -2.028 -12.254
16 O 31.308 -7.054 -9.997
17 O 34.919 -2.659 -7.846
18 O 33.238 3.748 -12.672
19 O 32.158 -3.601 -13.026
20 O 33.668 -5.598 -13.332
21 O 28.534 -6.740 -15.457
22 O 29.647 -2.638 -12.230
23 O 36.474 -8.799 -10.821
24 O 38.653 -10.084 -11.083
25 O 31.080 -6.107 -12.318
26 O 32.007 -7.733 -14.788
27 O 35.884 -3.548 -9.964
28 O 29.195 -7.514 -11.418
29 O 31.145 2.738 -13.838
30 O 30.373 -5.075 -14.912
31 O 37.516 -8.962 -13.075
32 O 33.369 1.591 -14.078
33 C 26.350 -2.878 -14.239
34 C 29.609 -5.012 -10.419
35 C 28.896 -0.083 -11.355
36 C 34.481 -8.015 -15.908
37 C 35.509 -7.724 -11.165
38 C 33.968 -0.577 -13.474
39 C 29.559 -8.569 -12.266
40 C 33.170 -3.583 -9.739
41 C 30.462 -6.428 -17.348
42 C 33.032 0.548 -13.206
43 C 33.101 3.866 -15.385
44 C 33.544 -11.516 -13.075
45 C 36.213 -3.231 -11.288
46 C 26.493 -8.027 -15.203
47 C 27.155 -1.706 -13.663
48 C 37.621 -2.676 -11.346
49 C 32.951 -10.161 -12.912
50 C 30.033 -9.734 -11.302
51 C 38.830 -7.506 -11.148
52 C 34.755 -7.346 -9.812
53 C 27.397 -7.211 -16.166
54 H 33.217 -3.514 -10.826
55 H 35.598 -2.498 -11.810
56 H 28.138 -1.793 -14.125
57 H 29.919 -6.534 -18.288
58 H 26.920 -8.988 -14.916
59 H 30.675 -7.398 -16.898
60 H 28.763 -4.967 -11.105
61 H 30.246 -4.163 -10.666
62 H 33.298 -4.529 -9.213
63 H 26.837 -6.449 -16.707
64 H 30.950 -9.523 -10.751
65 H 27.615 -7.914 -16.971
66 H 39.217 -7.833 -10.183
67 H 33.208 0.726 -12.146
68 H 31.366 -5.959 -17.734
69 H 32.365 -3.022 -9.264
70 H 34.441 -0.440 -14.446
71 H 33.036 -12.306 -12.522
72 H 30.133 -8.280 -13.147
73 H 39.607 -7.362 -11.899
74 H 26.806 -0.681 -13.790
75 H 29.996 -10.658 -11.878
76 H 31.960 -10.236 -13.359
77 H 34.073 -6.571 -10.163
78 H 25.512 -8.279 -15.604
79 H 32.871 3.403 -16.345
80 H 26.161 -2.879 -15.313
81 H 34.799 -0.471 -12.777
82 H 32.050 0.080 -13.278
83 H 37.807 -1.645 -11.047
84 H 35.214 -8.800 -15.720
85 H 32.624 4.845 -15.380
86 H 35.946 -6.749 -11.381
87 H 29.879 0.188 -11.741
88 H 25.320 -2.691 -13.933
89 H 28.685 0.447 -10.426
90 H 34.183 3.771 -15.290
91 H 38.122 -6.682 -11.230
92 H 33.609 -1.602 -13.376
93 H 28.110 0.359 -11.968
94 H 34.177 -8.236 -9.566
95 H 38.288 -3.386 -10.857
96 H 35.364 -6.991 -8.980
97 H 32.999 -9.869 -11.862
98 H 34.166 -7.717 -16.907
99 H 34.531 -11.655 -12.634
100 H 36.305 -4.158 -11.853
101 H 26.618 -3.830 -13.783
102 H 38.101 -2.582 -12.320
103 H 34.853 -7.981 -11.997
104 H 29.293 -9.741 -10.502
105 H 34.633 -7.180 -15.223
106 H 26.144 -7.479 -14.327
107 H 28.664 -8.913 -12.785
108 H 33.789 -11.760 -14.109
109 H 29.269 -5.183 -9.397

---

[2]
Molecular formula: C21H56N5O8Ti
Method: DFT, ωB97M-V/def2-TZVPD

Summary:
ΔE to the lowest compared entry with this formula, charge and spin = 5.1636 eV
frontier orbital gap (alpha / beta) = 0.217 / 0.229 hartree
net charge = 0
electronic energy = -69621.598 eV
strongest force on any atom = 6.064 eV/Å
expectation value of S² = 3.751
multiplicity = 4
highest occupied orbital energy (alpha / beta) = -7.789 / -7.795 eV

Cartesian coordinates (Å):
1 Ti -1.376 1.147 4.512
2 O 5.774 3.105 5.030
3 O -0.528 -2.103 0.688
4 O -0.438 0.118 1.163
5 O -5.507 3.037 -0.377
6 O -1.490 -6.068 1.146
7 O -0.272 -1.355 2.700
8 O 0.400 4.326 -4.125
9 O 4.409 -4.489 -0.215
10 N -2.716 -6.956 -2.192
11 N -0.864 4.171 -0.609
12 N 2.143 -4.046 -1.973
13 N 2.967 2.737 3.779
14 N -8.212 5.166 -1.892
15 C 5.080 -4.487 1.062
16 C 2.900 -1.778 -2.445
17 C 1.269 5.110 -1.289
18 C -1.668 -6.995 0.031
19 C 3.292 -3.224 -2.068
20 C 4.715 1.136 3.123
21 C -0.207 3.862 -2.911
22 C 7.042 2.417 5.056
23 C 0.415 3.410 -5.192
24 C -6.869 4.600 -1.752
25 C -0.412 -1.091 1.485
26 C -5.848 5.675 -1.946
27 C -0.115 4.821 -1.704
28 C -6.686 3.750 -0.420
29 C -2.435 -6.174 -1.019
30 C 3.899 1.707 4.285
31 C -5.428 1.888 -1.132
32 C 4.006 -3.187 -0.667
33 C -0.730 -6.643 2.185
34 C -3.757 -5.504 -0.597
35 C 4.718 2.268 5.504
36 H 5.309 2.022 2.897
37 H 4.034 -3.572 -2.787
38 H 2.519 2.361 2.955
39 H 1.535 -3.633 -1.280
40 H 4.857 -2.507 -0.629
41 H 0.317 -6.658 1.882
42 H -6.726 3.973 -2.632
43 H -2.258 -7.872 0.297
44 H 2.551 -1.660 -3.471
45 H 2.125 -1.451 -1.752
46 H -0.488 -2.731 1.413
47 H 3.725 -1.113 -2.189
48 H -1.017 -7.681 2.354
49 H -5.778 6.442 -1.175
50 H -5.935 6.178 -2.909
51 H -6.695 4.382 0.468
52 H -8.255 5.554 -2.824
53 H 7.068 1.419 4.619
54 H 0.783 3.946 -6.067
55 H 0.184 2.879 -2.649
56 H 0.982 2.522 -4.910
57 H 4.459 -3.887 1.727
58 H -4.476 -6.294 -0.383
59 H -4.878 5.190 -2.056
60 H 3.352 -2.797 0.113
61 H -6.330 1.277 -1.168
62 H -0.689 3.186 -0.473
63 H 6.063 -4.019 1.011
64 H -7.562 3.118 -0.271
65 H -1.845 -7.438 -2.361
66 H 4.015 0.977 2.303
67 H 7.493 2.475 6.047
68 H -1.840 -5.371 -1.454
69 H -5.280 2.298 -2.131
70 H 3.349 0.914 4.790
71 H -3.552 -5.002 0.348
72 H 5.025 -5.463 1.544
73 H 2.325 -4.993 -1.672
74 H -3.345 -7.702 -1.931
75 H -0.744 -7.438 -0.342
76 H -0.604 3.094 -5.418
77 H -1.850 4.142 -0.825
78 H -0.965 -6.180 3.143
79 H -8.795 4.341 -1.878
80 H -1.251 3.634 -3.125
81 H 3.504 3.536 3.475
82 H 4.048 2.910 6.076
83 H 1.933 5.397 -2.105
84 H 1.456 5.770 -0.443
85 H -4.091 -4.829 -1.385
86 H 1.800 4.202 -1.004
87 H 7.731 3.005 4.450
88 H -4.522 1.346 -0.861
89 H 5.050 1.448 6.141
90 H 5.360 0.265 3.231
91 H -0.652 5.738 -1.947

---

[3]
Molecular formula: C21H56O7
Method: DFT, ωB97M-V/def2-TZVPD

Summary:
ΔE to the lowest compared entry with this formula, charge and spin = 2.4020 eV
SMILES string = CC(C)O.CC(C)O.CC(C)O.CC(C)O.CC(C)O.CC(C)O.CC(C)O
frontier orbital gap = 0.360 hartree
net charge = 0
electronic energy = -37015.945 eV
strongest force on any atom = 2.718 eV/Å
highest occupied orbital energy = -9.383 eV

Cartesian coordinates (Å):
1 O 3.757 0.096 4.470
2 O -0.706 4.555 4.410
3 O -3.846 0.481 -1.633
4 O -1.478 0.254 -0.249
5 O 1.583 -5.892 -3.009
6 O 2.346 0.930 -6.546
7 O -1.445 -0.461 2.551
8 C -0.195 0.236 -0.831
9 C -3.148 2.799 -0.910
10 C 0.062 4.313 3.233
11 C -1.660 -2.714 2.029
12 C -0.514 -5.103 -3.871
13 C 1.930 0.326 2.873
14 C 2.422 0.514 4.342
15 C -5.281 1.598 0.084
16 C 3.107 0.031 -5.776
17 C -1.854 -1.953 4.452
18 C -0.911 4.127 2.026
19 C 1.671 -0.388 5.259
20 C 0.547 -4.950 -2.773
21 C 0.518 -1.076 -0.331
22 C -2.116 -1.616 2.963
23 C 1.325 -3.632 -2.868
24 C 0.501 1.534 -0.450
25 C 3.958 -0.783 -6.715
26 C 0.982 5.521 3.188
27 C -4.322 1.776 -1.153
28 C 2.193 -0.722 -4.882
29 H -4.675 1.390 0.966
30 H 1.623 5.559 4.069
31 H -3.001 0.307 -1.211
32 H -0.094 4.751 5.123
33 H 1.511 1.537 -0.859
34 H 4.267 0.572 3.810
35 H 0.743 -1.080 0.736
36 H -5.009 2.061 -1.950
37 H 0.605 -0.351 5.034
38 H -5.824 2.525 0.269
39 H 0.865 0.548 2.931
40 H 1.687 5.535 2.357
41 H 1.816 -3.559 -3.838
42 H -2.585 3.012 -1.819
43 H -5.892 0.697 0.037
44 H -3.176 -1.386 2.850
45 H 2.153 -0.664 2.474
46 H 4.386 -0.225 -7.548
47 H 4.876 -1.089 -6.214
48 H -0.351 4.067 1.093
49 H -0.217 0.120 -1.915
50 H -2.423 -2.795 4.847
51 H 0.743 -2.720 -2.733
52 H -1.575 3.264 2.074
53 H 1.769 -0.109 -4.086
54 H -1.359 -0.041 0.657
55 H 1.568 0.522 -6.931
56 H 2.491 1.003 2.229
57 H 1.842 -0.117 6.301
58 H 3.782 0.643 -5.178
59 H 0.532 1.761 0.616
60 H -0.794 -2.198 4.503
61 H -0.068 -5.057 -4.865
62 H -2.088 -3.702 2.199
63 H 0.068 -5.025 -1.796
64 H -1.336 -4.393 -3.781
65 H -1.594 0.289 3.132
66 H 3.389 -1.602 -7.154
67 H -0.869 -6.133 -3.885
68 H 1.998 -3.566 -2.014
69 H 0.460 6.472 3.079
70 H -2.016 -1.061 5.057
71 H -0.571 -2.766 2.008
72 H 1.893 -1.436 5.059
73 H 0.001 2.410 -0.865
74 H -2.404 2.442 -0.197
75 H 2.346 1.569 4.606
76 H 1.309 -1.163 -5.343
77 H 1.488 -1.226 -0.804
78 H -0.054 -1.975 -0.562
79 H -1.461 5.046 1.825
80 H -3.611 3.735 -0.595
81 H 2.147 -5.640 -3.743
82 H 2.591 -1.599 -4.373
83 H -2.034 -2.410 1.051
84 H 0.707 3.448 3.385

---

[4]
Molecular formula: C21H57AlF18O8P3
Method: DFT, ωB97M-V/def2-TZVPD

Summary:
frontier orbital gap = 0.134 hartree
net charge = -1
electronic energy = -122470.859 eV
strongest force on any atom = 3.403 eV/Å
highest occupied orbital energy = -7.300 eV

Cartesian coordinates (Å):
1 P -1.032 2.322 3.742
2 P 1.402 -3.754 0.932
3 P -2.541 -1.391 -2.201
4 Al -0.151 -0.291 0.675
5 F 2.917 -4.201 0.437
6 F 1.120 -3.036 -0.500
7 F -0.041 -3.280 1.456
8 F -1.560 1.025 2.947
9 F -3.782 -2.360 -1.761
10 F -1.180 -0.469 -2.365
11 F -2.807 -0.536 -0.881
12 F 0.656 -5.155 0.575
13 F 0.224 2.201 2.636
14 F -2.269 2.178 4.893
15 F -1.873 3.375 2.811
16 F -1.577 -2.210 -1.132
17 F -2.142 -2.406 -3.465
18 F 1.720 -4.232 2.499
19 F -3.543 -0.432 -3.071
20 F -0.024 1.471 4.680
21 F 1.958 -2.290 1.236
22 F -0.475 3.645 4.463
23 O 0.711 -0.727 3.567
24 O 2.557 -2.596 -4.057
25 O 0.715 1.835 -3.494
26 O 1.739 -0.730 -1.670
27 O 0.787 2.488 -0.799
28 O 2.744 0.738 1.044
29 O -2.504 -1.476 2.626
30 O -1.895 2.479 0.654
31 C -0.002 0.741 -5.634
32 C -4.090 2.604 0.358
33 C 0.483 -1.801 4.448
34 C -3.497 -2.438 2.780
35 C -2.998 -3.459 3.824
36 C -0.257 -1.284 5.635
37 C 2.329 4.007 -0.308
38 C 0.877 3.814 -0.448
39 C 1.128 -2.739 -5.889
40 C -2.516 2.387 -1.635
41 C 3.480 0.634 2.223
42 C 4.773 -0.064 1.893
43 C 1.214 -2.570 -4.370
44 C 0.324 4.618 -1.610
45 C 0.607 -3.866 -3.721
46 C 3.783 1.970 2.882
47 C -2.720 3.069 -0.260
48 C 0.416 3.248 -5.391
49 C 1.889 -2.226 4.890
50 C -0.045 1.989 -4.699
51 C -3.646 -3.226 1.469
52 H 5.203 -0.453 2.816
53 H -2.568 4.144 -0.361
54 H 2.950 -0.088 2.845
55 H 1.457 -3.750 -6.129
56 H 0.634 3.909 -4.552
57 H -2.552 3.136 -2.425
58 H -4.092 2.937 1.396
59 H 4.400 2.523 2.173
60 H -0.344 -0.149 -5.107
61 H 0.385 5.672 -1.341
62 H 0.065 -0.362 6.119
63 H 0.159 -3.632 -2.755
64 H -0.536 0.829 -6.581
65 H 1.662 -1.998 -6.483
66 H -0.711 4.399 -1.876
67 H -3.993 -2.619 0.633
68 H -0.247 -4.281 -4.257
69 H 5.445 0.632 1.391
70 H -0.254 3.737 -6.099
71 H 2.518 -2.247 4.000
72 H -1.798 3.011 1.447
73 H 2.927 -3.299 -4.596
74 H -2.503 -1.041 3.482
75 H 2.826 2.444 3.103
76 H -2.721 -3.039 4.791
77 H 1.043 -0.019 4.124
78 H 2.619 4.946 0.165
79 H -1.696 1.711 -1.880
80 H 0.772 -0.732 -1.803
81 H -4.318 -4.085 1.453
82 H 0.889 4.515 -2.536
83 H -1.084 2.145 -4.410
84 H -4.300 1.539 0.257
85 H -4.355 -1.934 3.223
86 H 0.274 4.079 0.421
87 H 0.086 -2.723 -6.209
88 H 3.435 0.965 0.417
89 H -0.315 -2.051 6.408
90 H -2.222 -4.149 3.492
91 H 0.760 -1.634 -4.044
92 H 1.942 -3.142 5.479
93 H 1.303 -4.694 -3.588
94 H -4.877 3.186 -0.122
95 H 2.377 -1.528 5.570
96 H -1.261 -1.086 5.260
97 H 1.432 1.245 -3.736
98 H -2.662 -3.672 1.324
99 H 2.868 3.885 -1.248
100 H -3.804 -4.168 4.015
101 H 2.936 3.338 0.301
102 H 4.331 1.704 3.786
103 H 0.883 2.382 -1.748
104 H -3.429 1.833 -1.853
105 H -0.075 -2.574 3.919
106 H 4.524 -0.813 1.141
107 H 1.290 3.022 -6.001
108 H 0.941 0.501 -6.125

---

[5]
Molecular formula: C21H57B2KNO7Pb
Method: DFT, ωB97M-V/def2-TZVPD

Summary:
frontier orbital gap = 0.271 hartree
net charge = +1
electronic energy = -61439.299 eV
strongest force on any atom = 1.464 eV/Å
highest occupied orbital energy = -10.133 eV

Cartesian coordinates (Å):
1 Pb 2.760 0.304 -0.706
2 K 0.840 1.398 3.049
3 O -0.939 3.120 1.377
4 O 0.902 5.929 0.193
5 O -3.035 -0.747 0.177
6 O 3.826 -1.503 0.679
7 O 2.779 2.779 -1.698
8 O 1.642 0.733 -3.128
9 O 2.301 -2.076 -1.452
10 N -3.739 -1.946 0.452
11 C -3.315 -2.626 -1.845
12 C 2.199 0.702 -4.426
13 C 1.349 -2.432 -2.457
14 C 1.843 6.848 0.679
15 C -4.375 -4.549 1.310
16 C -0.319 3.928 0.405
17 C 4.963 -1.189 1.470
18 C 1.797 3.135 -2.663
19 C -3.249 -3.050 -0.379
20 C 0.901 1.923 -2.828
21 C -1.796 -3.481 -0.065
22 C -2.000 2.317 0.877
23 C -4.942 -3.312 1.988
24 C -4.917 -0.888 2.268
25 C -2.882 -2.146 2.870
26 C -4.050 -2.080 1.879
27 C -4.162 -4.264 -0.160
28 C 3.886 -2.823 0.158
29 C 2.577 -3.135 -0.539
30 C 3.500 3.915 -1.230
31 C 0.626 4.889 1.096
32 B 0.431 -0.274 0.591
33 B 3.166 1.781 1.518
34 H -0.462 -0.551 1.321
35 H -1.104 4.557 -0.045
36 H -1.707 1.842 -0.069
37 H -2.153 1.467 1.538
38 H -3.750 -5.134 -0.669
39 H -4.172 -1.980 -2.007
40 H 0.136 2.041 -3.598
41 H 4.823 -0.170 1.838
42 H 1.602 7.867 0.370
43 H 4.700 -2.916 -0.571
44 H 2.922 4.494 -0.511
45 H 1.543 4.358 1.397
46 H 0.483 0.906 0.514
47 H 2.790 -0.204 -4.536
48 H 0.151 3.352 -0.399
49 H 1.218 4.016 -2.382
50 H -3.330 -3.526 -2.468
51 H -1.530 -4.319 -0.718
52 H -1.632 -3.751 0.973
53 H 0.151 5.283 2.003
54 H 4.008 -3.565 0.953
55 H 2.915 0.671 1.830
56 H 1.439 -0.667 1.082
57 H 2.317 3.318 -3.609
58 H 0.808 -3.346 -2.222
59 H -5.231 -3.540 3.017
60 H 0.694 -1.585 -2.637
61 H 1.851 6.881 1.774
62 H -5.001 -5.418 1.528
63 H 2.848 6.622 0.307
64 H 3.871 4.506 -2.070
65 H -2.904 2.907 0.720
66 H 2.679 -4.089 -1.063
67 H -2.238 -3.012 2.749
68 H -4.349 0.046 2.234
69 H 5.874 -1.177 0.868
70 H -5.893 -3.079 1.494
71 H 0.448 1.692 -1.858
72 H -3.427 -4.845 1.784
73 H 4.378 3.555 -0.695
74 H -2.277 -1.221 2.905
75 H 0.337 -0.797 -0.498
76 H 3.423 2.346 2.526
77 H -2.106 -0.897 0.412
78 H -5.830 -0.765 1.691
79 H 5.026 -1.832 2.348
80 H -3.270 -2.158 3.893
81 H -5.135 -3.981 -0.577
82 H 1.897 -2.642 -3.383
83 H 2.179 2.253 1.077
84 H -1.091 -2.684 -0.308
85 H 1.410 0.683 -5.186
86 H 1.753 -3.220 0.178
87 H 4.117 1.763 0.759
88 H 2.845 1.562 -4.616
89 H -5.211 -0.968 3.322
90 H -2.395 -2.131 -2.170